Density functional theory data (ωB97M-V/def2-TZVPD) for C9H27KO12P3 as an isolated structure at a distorted geometry.

Each line ends with the Mulliken charge.
Atoms and positions in Å:
K: 0.833 1.004 -1.014  0.99
C: -2.272 -3.487 -2.491  -0.61
O: -2.178 -2.456 -3.356  -0.31
P: -2.043 -0.927 -2.682  0.57
O: -0.898 -0.781 -1.750  -0.23
O: -3.422 -0.659 -1.876  -0.20
C: -4.610 -0.499 -2.662  -0.77
O: -2.062 -0.014 -4.064  -0.36
C: -0.968 -0.066 -4.998  -0.57
H: -1.292 -3.846 -2.176  0.18
H: -2.748 -4.408 -2.827  0.29
H: -2.611 -3.099 -1.531  0.33
H: -4.714 0.484 -3.122  0.30
H: -5.513 -0.686 -2.080  0.31
H: -4.777 -1.217 -3.464  0.33
H: -1.323 0.168 -6.002  0.26
H: -0.576 -1.081 -5.068  0.31
H: -0.209 0.643 -4.667  0.19
C: -0.235 5.443 0.789  -0.71
O: 0.252 4.082 0.724  -0.31
P: -0.329 2.947 1.787  0.67
O: 0.258 1.590 1.835  -0.26
O: -1.954 3.065 1.589  -0.24
C: -2.796 2.431 2.468  -0.70
O: 0.005 3.673 3.180  -0.33
C: 1.326 3.914 3.625  -0.71
H: -0.875 5.708 -0.052  0.29
H: 0.542 6.205 0.847  0.28
H: -0.889 5.547 1.655  0.32
H: -2.300 1.884 3.271  0.32
H: -3.357 1.665 1.933  0.25
H: -3.520 3.098 2.936  0.27
H: 2.095 3.636 2.903  0.30
H: 1.660 3.307 4.467  0.30
H: 1.324 4.951 3.958  0.29
C: 1.093 -1.791 2.145  -0.45
O: 2.445 -1.472 2.024  -0.32
P: 3.273 -1.829 0.590  1.14
O: 2.680 -1.057 -0.566  -0.70
O: 4.829 -1.537 0.915  -0.37
C: 5.396 -2.074 2.110  -0.66
O: 3.148 -3.417 0.462  -0.30
C: 2.309 -3.985 -0.591  -0.78
H: 0.410 -0.961 2.323  0.17
H: 0.899 -2.569 2.883  0.28
H: 0.655 -1.999 1.168  0.16
H: 5.987 -1.444 2.776  0.27
H: 6.133 -2.743 1.666  0.28
H: 4.684 -2.687 2.663  0.31
H: 2.818 -4.865 -0.984  0.36
H: 2.032 -3.362 -1.442  0.33
H: 1.382 -4.428 -0.226  0.29

HOMO energy ... -13.04 eV
Total charge ... +1
LUMO energy ... -2.438 eV

=====

Density functional theory data (ωB97M-V/def2-TZVPD) for a 6-piece molecular cluster, C30H52N2O14 overall at a distorted geometry.

Each line ends with the Löwdin spin population.
Atoms and positions in Å:
C: 5.391 2.774 -1.537  0.00
C: 4.897 4.160 -1.176  0.00
O: 3.512 4.003 -1.317  0.00
C: 3.316 3.087 -2.334  0.00
O: 2.251 2.984 -2.922  0.00
O: 4.378 2.296 -2.520  0.00
H: 5.368 2.059 -0.663  0.00
H: 6.373 2.576 -1.976  0.00
H: 5.184 5.080 -1.773  0.00
H: 5.087 4.309 -0.110  0.00
C: 1.387 0.170 3.174  0.00
C: 0.987 1.626 3.024  0.00
O: 1.610 1.910 1.842  0.00
C: 2.680 1.073 1.596  0.00
O: 3.542 1.279 0.816  0.00
O: 2.581 0.031 2.389  0.00
H: 0.623 -0.604 2.916  0.00
H: 1.746 -0.075 4.192  0.00
H: 1.431 2.351 3.752  0.00
H: -0.068 1.806 3.000  0.00
C: 0.251 0.714 -2.256  0.00
C: 1.461 0.182 -1.394  0.00
O: 0.740 -0.123 -0.189  0.00
C: -0.540 -0.073 -0.289  0.00
O: -1.351 -0.357 0.586  0.00
O: -0.945 0.303 -1.523  0.00
H: 0.340 0.246 -3.232  0.00
H: 0.212 1.812 -2.342  0.00
H: 2.319 0.818 -1.148  0.00
H: 1.775 -0.774 -1.744  0.00
C: -1.846 -3.204 1.604  0.00
C: -2.599 -3.191 0.263  0.00
O: -1.490 -3.079 -0.677  0.00
C: -0.303 -3.446 -0.037  0.00
O: 0.725 -3.647 -0.619  0.00
O: -0.515 -3.555 1.270  0.00
H: -2.268 -3.968 2.203  0.00
H: -1.840 -2.214 2.102  0.00
H: -3.213 -2.310 0.108  0.00
H: -3.063 -4.078 -0.007  0.00
C: -1.217 5.660 -9.786  0.01
C: -1.163 4.186 -9.612  0.01
C: -0.270 3.745 -8.417  0.00
C: -1.002 3.834 -7.100  0.00
C: -2.159 2.898 -7.252  0.01
C: -3.242 3.372 -8.210  0.03
N: -2.652 3.751 -9.480  0.41
O: -3.278 3.476 -10.540  0.49
C: -4.212 2.226 -8.402  0.00
C: -3.943 4.559 -7.632  0.02
C: -0.542 3.512 -10.824  0.00
H: -1.908 5.979 -10.565  0.00
H: -0.172 6.089 -10.034  0.00
H: -1.529 5.992 -8.837  0.00
H: 0.002 2.685 -8.482  0.00
H: 0.627 4.368 -8.498  0.00
H: -1.256 4.840 -6.788  0.00
H: -0.261 3.597 -6.226  0.00
H: -2.644 2.724 -6.285  0.00
H: -1.829 1.868 -7.608  0.00
H: -3.645 1.357 -8.701  0.00
H: -4.755 2.004 -7.445  0.00
H: -4.926 2.410 -9.171  0.00
H: -3.306 5.288 -7.231  0.00
H: -4.544 5.044 -8.422  0.00
H: -4.722 4.416 -6.898  0.00
H: -0.343 2.465 -10.755  0.00
H: 0.459 3.867 -11.003  0.00
H: -1.172 3.638 -11.644  0.00
C: -1.346 -5.376 10.399  0.00
C: -0.305 -5.261 9.199  0.01
C: -1.130 -5.180 7.904  0.00
C: -0.247 -4.751 6.783  0.00
C: 0.225 -3.300 7.016  0.00
C: 0.995 -3.066 8.371  0.03
N: 0.323 -3.792 9.520  0.43
O: 0.556 -3.489 10.716  0.48
C: 2.495 -3.536 8.155  0.02
C: 0.928 -1.608 8.691  0.00
C: 0.766 -6.388 9.441  0.01
H: -0.582 -5.370 11.188  0.00
H: -1.859 -6.317 10.306  0.00
H: -1.937 -4.481 10.432  0.00
H: -1.634 -6.098 7.615  0.00
H: -1.942 -4.406 8.129  0.00
H: -0.884 -4.721 5.836  0.00
H: 0.555 -5.434 6.601  0.00
H: -0.570 -2.534 7.039  0.00
H: 0.926 -2.850 6.238  0.00
H: 3.107 -2.770 7.638  0.00
H: 2.823 -3.663 9.153  0.00
H: 2.654 -4.472 7.636  0.00
H: 1.641 -1.463 9.436  0.00
H: 1.100 -1.082 7.750  0.00
H: -0.098 -1.436 9.151  0.00
H: 1.452 -6.114 10.260  0.00
H: 1.215 -6.576 8.480  0.00
H: 0.251 -7.268 9.719  0.00

HOMO energy (alpha / beta) ... -7.56 / -9.18 eV
Multiplicity ... 3
<S²> ... 2.0087
Total charge ... 0
LUMO energy (alpha / beta) ... 0.310 / 0.311 eV

=====

Density functional theory data (ωB97M-V/def2-TZVPD) for a 4-piece molecular cluster, C19H20F24INO5 overall at a distorted geometry.

Each line ends with the Mulliken charge.
Atoms and positions in Å:
C: 1.928 1.967 -2.249  -0.71
C: 2.723 2.168 -3.668  -0.40
I: 2.624 0.218 -4.750  -0.05
C: 4.351 2.457 -3.473  -0.40
O: 4.678 3.876 -3.270  -0.28
C: 4.613 4.270 -1.854  0.43
N: 4.978 3.415 -0.660  -0.45
O: 4.234 5.549 -1.575  -0.55
H: 2.225 2.860 -1.552  0.28
H: 0.761 1.985 -2.361  0.22
H: 2.203 0.937 -1.714  0.19
H: 2.208 2.964 -4.393  0.42
H: 4.839 2.140 -4.516  0.32
H: 4.803 1.724 -2.678  0.34
H: 4.571 3.817 0.228  0.29
H: 6.032 3.444 -0.515  0.27
C: -4.058 -1.428 -5.043  -0.74
C: -3.298 -2.484 -4.228  0.92
C: -3.187 -2.185 -2.738  0.10
F: -2.510 -1.041 -2.491  -0.20
F: -2.504 -3.174 -2.101  -0.27
F: -2.074 -2.684 -4.786  -0.25
F: -3.970 -3.670 -4.377  -0.34
O: -3.252 -0.473 -5.738  -0.41
C: -2.843 0.657 -4.970  0.74
C: -1.320 0.741 -4.802  0.21
F: -0.826 -0.356 -4.174  -0.13
F: -0.970 1.813 -4.043  -0.27
F: -3.504 0.659 -3.788  -0.26
F: -3.291 1.747 -5.650  -0.30
H: -4.583 -1.969 -5.841  0.41
H: -4.860 -0.949 -4.468  0.35
H: -4.174 -2.115 -2.272  0.25
H: -0.823 0.828 -5.772  0.22
C: -0.122 -2.106 0.534  -1.21
C: 1.274 -2.005 -0.096  1.02
C: 1.837 -3.320 -0.623  0.05
F: 1.991 -4.242 0.354  -0.23
F: 3.070 -3.131 -1.164  -0.28
F: 2.124 -1.423 0.792  -0.32
F: 1.181 -1.129 -1.146  -0.19
O: -0.162 -2.192 1.961  -0.10
C: -0.007 -3.504 2.499  0.85
C: 1.256 -3.647 3.360  0.47
F: 2.379 -3.385 2.646  -0.24
F: 1.384 -4.915 3.833  -0.29
F: -0.065 -4.411 1.495  -0.29
F: -1.111 -3.722 3.264  -0.33
H: -0.635 -1.163 0.307  0.41
H: -0.744 -2.875 0.058  0.43
H: 1.197 -3.741 -1.403  0.30
H: 1.229 -2.962 4.212  0.09
C: -2.215 2.415 4.774  -0.69
C: -1.893 2.595 6.264  0.87
C: -0.422 2.840 6.577  0.07
F: 0.364 1.805 6.201  -0.18
F: -0.235 2.991 7.916  -0.28
F: -2.376 1.531 6.959  -0.27
F: -2.609 3.679 6.704  -0.33
O: -2.344 1.065 4.319  -0.38
C: -1.122 0.422 3.962  0.64
C: -0.807 -0.790 4.850  0.31
F: -0.692 -0.436 6.154  -0.23
F: 0.376 -1.360 4.497  -0.36
F: -0.122 1.335 3.943  -0.29
F: -1.282 0.017 2.672  -0.23
H: -3.211 2.848 4.617  0.42
H: -1.557 3.007 4.126  0.31
H: -0.058 3.749 6.090  0.28
H: -1.592 -1.547 4.772  0.23

HOMO energy ... -9.54 eV
Total charge ... 0
LUMO energy ... 0.239 eV

=====

Density functional theory data (ωB97M-V/def2-TZVPD) for C9H24CrN3O10SV as an isolated structure at a distorted geometry.

Each line ends with the Löwdin spin population.
Atoms and positions in Å:
Cr: 0.451 2.198 0.904  3.84
V: -0.513 -1.699 1.325  1.99
O: 1.986 2.252 -0.272  0.02
H: 2.928 2.021 -0.150  0.01
O: 1.307 -2.493 1.039  0.01
H: 2.157 -2.798 0.666  0.00
O: 0.337 0.254 1.056  0.06
H: 0.749 -0.344 0.402  0.01
S: -2.868 -0.873 0.289  0.00
O: -2.463 -0.970 1.683  -0.01
O: -1.691 -1.351 -0.421  0.00
O: -4.047 -1.767 0.027  -0.01
O: -3.480 0.419 -0.075  0.00
C: 0.130 -0.693 4.486  0.00
O: -0.533 -1.103 3.563  0.01
N: -0.124 -0.667 5.794  0.00
C: 0.765 0.107 6.622  0.00
C: -1.327 -1.398 6.346  0.00
H: 1.096 -0.203 4.293  0.00
H: 0.227 0.852 7.208  0.00
H: 1.639 0.452 6.070  0.00
H: 1.214 -0.503 7.406  0.00
H: -1.159 -2.264 6.985  0.00
H: -1.780 -0.699 7.049  0.00
H: -2.145 -1.512 5.634  0.00
C: -1.494 1.867 -1.691  0.01
O: -0.833 1.939 -0.663  0.05
N: -1.069 2.304 -2.909  0.01
C: -2.084 2.690 -3.841  0.00
C: 0.287 2.852 -3.104  0.00
H: -2.519 1.468 -1.631  0.00
H: -3.003 2.112 -3.746  0.00
H: -1.926 2.483 -4.899  0.00
H: -2.384 3.738 -3.854  0.00
H: 1.022 2.554 -2.357  0.00
H: 0.686 2.578 -4.080  0.00
H: 0.185 3.936 -3.053  0.00
C: 2.075 -0.330 -4.403  0.00
O: 2.474 -0.508 -5.517  0.00
N: 1.755 -1.351 -3.579  0.00
C: 1.341 -1.031 -2.229  0.00
C: 1.760 -2.771 -4.066  0.00
H: 1.924 0.686 -4.007  0.00
H: 1.612 -1.862 -1.578  0.00
H: 0.251 -1.011 -2.223  0.00
H: 1.603 -0.070 -1.788  0.00
H: 1.982 -3.518 -3.304  0.00
H: 0.901 -3.106 -4.648  0.00
H: 2.597 -2.870 -4.757  0.00

HOMO energy (alpha / beta) ... -7.64 / -7.66 eV
Multiplicity ... 7
<S²> ... 12.0343
Total charge ... 0
LUMO energy (alpha / beta) ... -1.294 / -0.972 eV

=====

no.,molecular weight (g mol⁻¹)
1,459.32
2,664.75
3,925.23
4,469.31